1.
The following is a DFT calculation (the ωB97M-V functional and the def2-TZVPD basis) of the molecule C24H24N2O7S.

Element x y z (Å)
O -5.736 -1.802 -0.100
C -5.018 -1.030 0.483
C -5.502 0.352 0.964
O -4.411 1.261 1.003
C -3.852 1.567 -0.178
O -4.389 1.391 -1.242
C -2.470 2.098 -0.045
C -1.907 2.773 -1.082
C -0.546 3.179 -1.033
C 0.106 3.848 -2.078
C 1.435 4.179 -1.963
C 2.142 3.855 -0.805
C 1.524 3.205 0.240
C 0.181 2.857 0.127
O -0.391 2.198 1.155
C -1.665 1.733 1.118
O -2.022 1.014 2.027
N -3.702 -1.232 0.778
C -2.792 -1.933 -0.014
C -3.142 -2.982 -0.861
C -2.194 -3.521 -1.715
C -0.904 -3.011 -1.768
C -0.566 -1.982 -0.912
S 0.999 -1.113 -0.987
O 1.748 -1.597 -2.110
O 0.685 0.294 -0.932
N 1.764 -1.536 0.410
C 2.758 -2.580 0.359
C 4.097 -2.086 -0.196
C 4.830 -1.111 0.722
C 3.990 0.095 1.146
C 2.941 -0.265 2.201
C 1.613 -0.717 1.586
C -1.478 -1.471 -0.019
H -5.892 0.301 1.982
H -6.282 0.694 0.276
H -2.503 2.989 -1.958
H -0.451 4.086 -2.971
H 1.939 4.684 -2.773
H 3.188 4.112 -0.730
H 2.060 2.938 1.137
H -3.263 -0.523 1.368
H -4.159 -3.340 -0.868
H -2.475 -4.331 -2.370
H -0.172 -3.378 -2.469
H 2.370 -3.361 -0.300
H 2.875 -2.997 1.363
H 3.891 -1.609 -1.155
H 4.736 -2.952 -0.379
H 5.719 -0.757 0.196
H 5.170 -1.638 1.618
H 3.495 0.525 0.273
H 4.663 0.850 1.560
H 2.729 0.599 2.834
H 3.338 -1.049 2.848
H 1.020 -1.253 2.341
H 1.051 0.158 1.260
H -1.172 -0.677 0.638

multiplicity = 1
HOMO-LUMO gap = 7.932 eV
E_HOMO = -8.8 eV
net charge = 0
SMILES = O=C(COC(=O)c1cc2ccccc2oc1=O)Nc1cccc(S(=O)(=O)N2CCCCCC2)c1

---

2.
The following is a DFT calculation (the ωB97M-V functional and the def2-TZVPD basis) of a structure of composition C24H24N4O3Pb.

Element x y z (Å)
Pb 2.760 -3.138 -0.185
C 2.039 -6.364 -1.729
O 2.974 -5.286 -1.748
C 4.343 -5.680 -1.770
C 5.230 -4.515 -2.175
O 5.078 -3.397 -1.292
C 6.040 -2.377 -1.574
H 2.456 -7.246 -2.215
H 1.154 -6.039 -2.275
H 1.756 -6.636 -0.708
H 4.489 -6.486 -2.500
H 4.645 -6.060 -0.784
H 4.998 -4.204 -3.202
H 6.276 -4.849 -2.139
H 7.022 -2.832 -1.726
H 6.091 -1.714 -0.714
H 5.780 -1.813 -2.473
C -7.521 6.265 2.276
O -6.128 6.272 2.374
C -5.300 5.358 2.021
C -5.613 4.092 1.415
C -4.614 3.233 1.072
C -3.234 3.538 1.310
C -2.922 4.794 1.913
C -3.907 5.665 2.260
C -2.251 2.583 0.952
N -2.521 1.395 0.393
C -1.365 0.777 0.208
C -0.290 1.604 0.678
N -0.877 2.726 1.125
C 1.066 1.167 0.632
C 2.159 1.955 1.034
C 3.432 1.430 0.960
C 3.587 0.115 0.531
N 2.567 -0.654 0.160
C 1.316 -0.157 0.164
C 0.231 -0.989 -0.352
N 0.524 -2.214 -0.843
C -0.437 -2.931 -1.420
C -1.757 -2.501 -1.523
C -2.103 -1.283 -0.972
C -1.100 -0.508 -0.374
H -7.862 7.218 2.690
H -7.974 5.435 2.837
H -7.868 6.173 1.236
H -6.644 3.819 1.233
H -4.842 2.286 0.607
H -1.902 5.081 2.110
H -3.687 6.616 2.728
H -0.408 3.535 1.511
H 2.018 2.965 1.388
H 4.293 2.018 1.242
H 4.573 -0.324 0.485
H -0.154 -3.892 -1.825
H -2.496 -3.114 -2.015
H -3.117 -0.911 -1.008

multiplicity = 1
HOMO-LUMO gap (alpha / beta) = 5.360 / 5.765 eV
E_HOMO (alpha / beta) = -20.1 / -20.1 eV
net charge = +4

---

3.
The following is a DFT calculation (the ωB97M-V functional and the def2-TZVPD basis) of a cluster of 6 separate species, C24H24N6O6 in total.

Element x y z (Å)
C 4.028 -5.167 -0.743
C 3.195 -4.104 -1.366
N 2.575 -3.295 -1.955
H 3.427 -6.075 -0.681
H 4.259 -5.079 0.319
H 4.964 -5.400 -1.249
C 1.874 4.157 -2.779
C 0.501 3.749 -2.532
N -0.608 3.485 -2.310
H 2.019 5.182 -2.438
H 2.110 4.366 -3.822
H 2.636 3.514 -2.339
C 1.016 -1.035 0.143
C 1.759 -0.053 -0.702
N 2.310 0.739 -1.336
H 1.419 -1.036 1.155
H 1.203 -2.051 -0.206
H -0.062 -0.886 0.081
C -0.711 -1.899 7.150
C -0.838 -0.868 6.194
C 0.223 -0.479 5.362
C 1.390 -1.263 5.398
C 1.486 -2.338 6.220
C 0.485 -2.646 7.152
N 2.463 -0.943 4.393
O 2.345 -0.125 3.517
O 3.481 -1.624 4.414
H -1.504 -2.109 7.852
H -1.719 -0.256 6.067
H 0.175 0.317 4.633
H 2.343 -2.994 6.209
H 0.623 -3.423 7.889
C -4.328 2.988 1.883
C -2.997 2.851 1.486
C -2.341 1.665 1.760
C -3.061 0.563 2.245
C -4.471 0.698 2.502
C -5.112 1.927 2.391
N -2.308 -0.681 2.568
O -1.119 -0.651 2.467
O -2.950 -1.666 2.780
H -4.742 3.970 1.711
H -2.462 3.712 1.113
H -1.279 1.650 1.567
H -5.023 -0.181 2.799
H -6.184 2.047 2.448
C 0.636 0.998 -4.612
C -0.146 -0.083 -4.886
C -0.561 -0.309 -6.217
C -0.297 0.633 -7.251
C 0.536 1.728 -6.920
C 0.983 1.897 -5.614
N -0.843 0.439 -8.612
O -1.784 -0.333 -8.738
O -0.529 1.182 -9.525
H 0.892 1.269 -3.598
H -0.437 -0.772 -4.107
H -1.154 -1.199 -6.373
H 0.847 2.444 -7.666
H 1.368 2.854 -5.293

multiplicity = 2
HOMO-LUMO gap (alpha / beta) = 5.324 / 1.589 eV
E_HOMO (alpha / beta) = -11.2 / -11.2 eV
net charge = +1

---

4.
The following is a DFT calculation (the ωB97M-V functional and the def2-TZVPD basis) of a structure of composition C24H24N6ORuS.

Element x y z (Å)
Ru -0.415 -0.004 -0.423
C -4.625 -0.252 3.068
C -3.920 0.887 3.425
C -2.646 1.118 2.932
C -2.032 0.191 2.077
C -2.772 -0.941 1.690
C -4.045 -1.158 2.187
N -0.748 0.370 1.549
C 0.269 0.988 2.194
C 0.343 1.267 3.571
C 1.426 1.950 4.077
C 2.475 2.385 3.251
C 2.492 2.040 1.924
C 1.424 1.295 1.402
N 1.386 0.788 0.144
N 2.378 0.756 -0.647
C 2.117 0.130 -1.828
C 3.142 -0.090 -2.754
C 2.875 -0.815 -3.892
C 1.595 -1.330 -4.093
C 0.623 -1.058 -3.153
N 0.856 -0.319 -2.069
H -5.613 -0.435 3.468
H -4.369 1.609 4.096
H -2.129 2.039 3.167
H -2.316 -1.669 1.030
H -4.586 -2.049 1.893
H -0.429 0.912 4.237
H 1.468 2.151 5.139
H 3.285 2.970 3.662
H 3.299 2.326 1.264
H 4.121 0.313 -2.536
H 3.654 -0.998 -4.619
H 1.358 -1.923 -4.964
H -0.383 -1.429 -3.253
C 0.552 -2.571 0.861
O -0.229 -1.965 -0.130
H 1.361 -3.157 0.404
H -0.059 -3.269 1.447
H 1.011 -1.854 1.552
C -6.090 0.576 -0.649
C -4.795 0.330 -1.344
C -4.662 -0.281 -2.557
C -3.366 -0.440 -3.095
N -2.310 0.100 -2.505
C -2.448 0.780 -1.361
S -1.368 2.098 -0.993
N -3.678 0.789 -0.741
C -3.180 -1.144 -4.395
H -6.886 -0.015 -1.092
H -6.352 1.632 -0.745
H -6.016 0.340 0.414
H -5.527 -0.633 -3.098
H -3.748 1.269 0.150
H -3.859 -1.989 -4.486
H -2.152 -1.470 -4.520
H -3.409 -0.445 -5.205

multiplicity = 2
HOMO-LUMO gap (alpha / beta) = 5.667 / 5.618 eV
E_HOMO (alpha / beta) = -10.0 / -10.0 eV
net charge = +1

---

5.
The following is a DFT calculation (the ωB97M-V functional and the def2-TZVPD basis) of a structure of composition C24H24N8NaP.

Element x y z (Å)
Na -0.553 -0.540 -0.471
C -1.957 -5.009 -1.661
C -0.704 -5.621 -1.665
C 0.423 -4.858 -1.473
C 0.291 -3.471 -1.292
N -0.926 -2.881 -1.262
C -2.005 -3.649 -1.452
N 1.372 -2.672 -1.019
C 1.446 -1.521 -1.607
N 1.912 -0.411 -0.976
C 1.392 0.655 -1.630
N 1.279 1.825 -1.075
C 0.135 2.535 -1.331
C 0.159 3.926 -1.527
C -1.026 4.595 -1.719
C -2.229 3.887 -1.698
C -2.171 2.530 -1.465
N -1.033 1.854 -1.270
C 0.811 0.230 -2.953
C 0.362 0.927 -4.060
C -0.046 0.188 -5.163
C -0.008 -1.206 -5.149
C 0.439 -1.898 -4.030
C 0.849 -1.153 -2.939
H -2.867 -5.574 -1.802
H -0.619 -6.690 -1.816
H 1.415 -5.287 -1.465
H -2.959 -3.132 -1.431
H 1.114 4.431 -1.535
H -1.025 5.665 -1.883
H -3.180 4.379 -1.842
H -3.082 1.944 -1.420
H 0.332 2.009 -4.072
H -0.397 0.699 -6.050
H -0.330 -1.754 -6.025
H 0.469 -2.980 -4.018
C -0.250 1.561 4.969
N 0.116 2.249 3.734
C 1.568 2.153 3.562
N 2.077 0.785 3.586
C 1.649 0.148 4.826
N 0.201 0.172 5.040
C -0.495 -0.668 4.066
P -0.222 -0.126 2.307
C -0.588 1.681 2.584
C 1.631 0.033 2.413
H -1.336 1.589 5.084
H 0.201 2.102 5.803
H 2.039 2.706 4.378
H 1.846 2.618 2.615
H 2.117 0.676 5.660
H 1.993 -0.888 4.833
H -1.566 -0.657 4.284
H -0.155 -1.701 4.174
H -1.664 1.815 2.720
H -0.305 2.230 1.681
H 1.987 0.513 1.500
H 2.071 -0.967 2.426

multiplicity = 1
HOMO-LUMO gap = 7.591 eV
E_HOMO = -7.7 eV
net charge = 0

---

6.
The following is a DFT calculation (the ωB97M-V functional and the def2-TZVPD basis) of a structure of composition C24H25AsB3Be2ClF10N2O19S3.

Element x y z (Å)
C -1.747 -0.109 -3.229
C -0.711 0.983 -3.433
C -1.081 2.192 -4.086
C -0.123 3.193 -4.244
C 1.204 2.988 -3.751
C 2.191 4.161 -3.946
B 3.163 4.191 -2.712
O 4.263 3.314 -2.579
B 4.515 3.259 -1.229
F 5.772 3.330 -0.750
O 3.493 3.178 -0.266
B 2.738 4.330 -0.471
O 1.792 4.688 0.513
C 0.754 5.252 -0.102
N -0.105 5.934 -0.449
O 2.947 5.072 -1.625
C 1.578 1.774 -3.130
C 0.611 0.766 -2.969
H -1.438 -0.801 -2.430
H -2.679 0.386 -2.906
H -1.852 -0.638 -4.200
H -2.098 2.341 -4.453
H -0.422 4.112 -4.754
H 1.570 5.073 -3.887
H 2.685 4.119 -4.931
H 2.587 1.570 -2.774
H 0.907 -0.169 -2.485
F 3.558 -0.530 -5.929
As 2.253 -0.036 -6.988
F 3.078 1.480 -7.297
F 1.437 0.699 -5.618
F 0.939 0.465 -8.032
F 1.416 -1.545 -6.665
F 3.066 -0.767 -8.347
C 0.958 3.251 3.836
C 0.986 2.399 2.585
O 1.119 1.056 3.063
S 0.365 0.917 4.477
O -0.927 0.376 4.250
O 1.270 0.356 5.413
O 0.203 2.489 4.783
H 1.963 3.398 4.239
H 0.491 4.218 3.669
H 1.810 2.653 1.927
H 0.044 2.471 2.035
C 7.605 0.921 -1.896
C 8.336 1.887 -1.345
C 9.785 1.720 -1.138
O 10.462 2.618 -0.622
C 10.409 0.461 -1.554
C 9.687 -0.518 -2.108
C 8.220 -0.363 -2.323
O 7.561 -1.239 -2.823
H 6.540 1.020 -2.058
H 7.908 2.827 -1.028
H 11.473 0.368 -1.388
H 10.130 -1.471 -2.428
C -3.894 -1.418 5.194
C -4.604 -2.033 4.242
C -5.930 -2.669 4.535
O -6.540 -3.197 3.625
C -6.424 -2.625 5.907
C -5.712 -2.012 6.859
C -4.400 -1.354 6.560
O -3.805 -0.795 7.464
O -6.128 -1.952 8.130
O -4.177 -2.117 2.977
H -2.938 -0.954 4.993
H -7.370 -3.100 6.112
H -5.436 -1.457 8.608
H -4.873 -2.606 2.499
C -3.842 -1.552 -6.856
O -2.669 -1.008 -6.285
H -4.701 -0.983 -6.469
H -3.809 -1.461 -7.947
H -3.953 -2.604 -6.577
H -1.921 -1.511 -6.630
Be -5.330 0.719 -7.199
N -8.435 -7.705 6.175
S -8.134 -7.611 7.681
O -9.331 -7.435 8.664
O -6.949 -6.929 8.038
F -7.758 -9.093 7.965
S -8.940 -6.314 5.535
O -9.513 -6.480 4.251
O -8.090 -5.193 5.736
F -10.207 -5.979 6.431
Be 10.245 2.584 1.674
F -8.488 -6.885 9.885
Cl 11.392 -2.341 -1.192

multiplicity = 1
HOMO-LUMO gap = 0.988 eV
E_HOMO = -8.0 eV
net charge = 0